1.
Entry from OMol25: a 2-piece molecular cluster, C10H8S4 overall at a distorted geometry (ωB97M-V/def2-TZVPD).

Calculated values
* HOMO level (alpha / beta): -0.222 / -0.318 Eh
* spin multiplicity: 3
* frontier orbital gap (alpha / beta): 5.89 / 6.77 eV
* calculated total energy: -53835.0200 eV
* max |F|: 5.69 eV/Å
* LUMO energy (alpha / beta): -0.0059 / -0.0687 Ha

Last column: Mulliken spin population.
Positions of all 22 atoms, in Å:
C (2.203, -0.175, 2.432)  0.029
C (-0.923, -1.303, -2.495)  0.032
C (2.576, 0.630, 3.409)  -0.013
C (-1.829, -2.287, -2.733)  0.010
C (1.005, 1.610, 1.759)  0.168
C (-2.637, -0.622, -1.040)  0.215
C (1.342, 0.315, 1.453)  -0.075
C (-1.353, -0.323, -1.489)  -0.084
C (0.769, -0.431, 0.332)  0.493
C (-0.537, 0.798, -1.116)  0.474
S (1.255, -1.724, -0.424)  0.569
S (1.769, 2.145, 3.179)  0.034
S (-3.220, -2.154, -1.667)  0.030
S (-1.385, 2.125, -0.277)  0.102
H (2.637, -1.192, 2.448)  0.001
H (-0.017, -1.135, -2.974)  -0.008
H (3.343, 0.578, 4.215)  0.001
H (-1.771, -3.119, -3.504)  0.000
H (0.158, 2.255, 1.434)  0.002
H (-3.148, -0.163, -0.341)  0.015
H (0.363, 0.957, -1.686)  0.000
H (-0.599, 3.213, -0.916)  0.007

***

2.
Entry from OMol25: C10H9AuIN2OTe4 as an isolated structure (ωB97M-V/def2-TZVPD).

Calculated values
* HOMO level (alpha / beta): -0.230 / -0.263 Eh
* relative energy (zero: lowest compared OMol25 entry of this formula, charge and spin): 0.0000 eV
* spin multiplicity: 4
* frontier orbital gap (alpha / beta): 6.05 / 5.34 eV
* calculated total energy: -56507.3908 eV
* max |F|: 0.71 eV/Å
* LUMO energy (alpha / beta): -0.0075 / -0.0671 Ha

Last column: Mulliken spin population.
Positions of all 28 atoms, in Å:
Au (1.188, -0.978, -1.037)  0.034
Te (-0.396, -3.161, -0.865)  0.546
Te (0.576, -4.238, -3.038)  0.979
Te (3.334, -2.594, -3.843)  0.934
Te (3.579, -0.629, -2.119)  0.482
I (-4.333, 1.268, -2.902)  0.001
C (-2.280, 1.627, -2.662)  -0.005
C (-1.775, 2.911, -2.781)  0.000
C (-0.411, 3.097, -2.615)  0.001
C (0.378, 1.995, -2.330)  0.009
N (-0.115, 0.765, -2.226)  0.008
C (-1.421, 0.576, -2.387)  0.020
H (-2.428, 3.745, -2.999)  0.000
H (0.033, 4.079, -2.705)  0.000
H (1.448, 2.093, -2.186)  -0.007
H (-1.778, -0.443, -2.288)  -0.003
O (-0.317, -0.303, 0.765)  0.001
N (0.026, -0.550, 1.989)  0.001
C (-0.922, -0.899, 2.889)  0.004
C (-0.590, -1.202, 4.189)  -0.003
C (0.736, -1.155, 4.597)  0.002
C (1.693, -0.793, 3.662)  -0.003
C (1.321, -0.494, 2.371)  0.001
H (-1.929, -0.912, 2.504)  0.000
H (-1.377, -1.466, 4.881)  0.000
H (1.009, -1.394, 5.615)  0.000
H (2.739, -0.735, 3.930)  0.000
H (2.012, -0.210, 1.590)  -0.001

***

3.
Entry from OMol25: C10H9BCdClF4NO2 as an isolated structure (ωB97M-V/def2-TZVPD).

Calculated values
* HOMO level: -0.097 Eh
* frontier orbital gap: 7.32 eV
* calculated total energy: -44742.8649 eV
* max |F|: 0.29 eV/Å
* LUMO energy: 0.1718 Ha
* charge: -2

Last column: Löwdin charge in e.
Positions of all 29 atoms, in Å:
Cd (-0.446, 0.058, 0.288)  1.267
C (-1.258, -1.823, -0.393)  -0.344
H (-1.464, -2.449, 0.477)  -0.075
H (-0.547, -2.352, -1.033)  -0.084
H (-2.191, -1.695, -0.946)  -0.086
F (-4.793, 1.496, 1.937)  0.068
B (-3.642, 1.328, 2.730)  -1.258
F (-3.308, 2.553, 3.333)  0.072
F (-3.897, 0.368, 3.724)  0.072
F (-2.569, 0.893, 1.916)  0.021
O (4.878, -1.791, 0.384)  0.009
C (3.976, -1.573, 1.180)  -0.483
N (2.718, -1.115, 0.914)  0.139
C (2.043, -1.009, 2.073)  -0.490
O (0.885, -0.628, 2.248)  -0.077
C (2.915, -1.448, 3.237)  -0.098
C (2.687, -1.525, 4.593)  -0.018
C (3.737, -1.974, 5.394)  -0.106
C (4.962, -2.328, 4.835)  -0.112
C (5.173, -2.243, 3.458)  -0.033
C (4.127, -1.798, 2.680)  -0.103
H (1.729, -1.242, 5.010)  0.114
H (3.603, -2.048, 6.468)  0.087
H (5.760, -2.673, 5.484)  0.084
H (6.121, -2.516, 3.011)  0.105
Cl (0.019, 2.843, -1.500)  0.223
C (0.295, 2.106, 0.153)  -0.778
H (-0.224, 2.756, 0.856)  -0.055
H (1.367, 2.190, 0.326)  -0.062

***

4.
Entry from OMol25: C10H9Br2N as an isolated structure (ωB97M-V/def2-TZVPD).

Calculated values
* HOMO level: -0.337 Eh
* relative energy (zero: lowest compared OMol25 entry of this formula, charge and spin): 0.0000 eV
* frontier orbital gap: 9.37 eV
* calculated total energy: -152091.0811 eV
* max |F|: 0.79 eV/Å
* LUMO energy: 0.0071 Ha

Last column: Löwdin charge in e.
Positions of all 22 atoms, in Å:
C (-2.422, 1.978, -1.585)  -0.083
C (-1.090, 2.353, -1.541)  -0.075
C (-2.836, 0.821, -0.943)  -0.077
C (-0.165, 1.572, -0.873)  -0.077
C (-1.920, 0.038, -0.271)  -0.021
C (-0.571, 0.401, -0.235)  -0.193
C (0.348, -0.474, 0.473)  -0.376
C (2.269, -1.785, 0.967)  -0.255
C (1.064, -2.063, 1.884)  -0.201
C (1.855, -0.487, 0.283)  -1.087
N (-0.037, -1.319, 1.338)  0.115
Br (2.433, -0.407, -1.582)  0.722
Br (2.614, 1.075, 1.246)  0.699
H (-3.138, 2.589, -2.115)  0.102
H (-0.765, 3.258, -2.031)  0.105
H (-3.875, 0.529, -0.969)  0.103
H (0.862, 1.902, -0.841)  0.055
H (-2.221, -0.868, 0.232)  0.109
H (3.212, -1.704, 1.504)  0.100
H (2.358, -2.578, 0.220)  0.100
H (0.792, -3.119, 1.930)  0.115
H (1.234, -1.713, 2.907)  0.120

***

5.
Entry from OMol25: a 2-piece molecular cluster, C10H9Cl3O overall at a distorted geometry (ωB97M-V/def2-TZVPD).

Calculated values
* HOMO level (alpha / beta): -0.248 / -0.339 Eh
* relative energy (zero: lowest compared OMol25 entry of this formula, charge and spin): 0.0000 eV
* spin multiplicity: 3
* frontier orbital gap (alpha / beta): 7.18 / 6.52 eV
* calculated total energy: -50125.8640 eV
* max |F|: 4.83 eV/Å
* LUMO energy (alpha / beta): 0.0153 / -0.0995 Ha

Last column: Mulliken spin population.
Positions of all 23 atoms, in Å:
C (2.142, 1.971, 1.021)  0.126
C (2.183, 0.634, 1.466)  -0.084
C (1.048, 2.437, 0.367)  -0.083
C (0.982, -0.223, 1.266)  0.177
C (-0.047, 1.629, 0.049)  0.151
C (-0.055, 0.306, 0.495)  -0.047
C (-1.034, -0.163, -2.570)  -0.007
C (-1.191, -1.911, 0.967)  0.009
C (-1.176, -0.593, 0.286)  0.574
C (-0.685, -1.340, -1.863)  0.605
O (-0.298, 0.734, -2.843)  0.230
Cl (-2.772, 0.083, 0.105)  0.084
Cl (1.028, -1.642, -1.741)  0.080
Cl (-1.780, -2.666, -2.003)  0.099
H (2.969, 2.816, 1.082)  0.002
H (3.037, 0.312, 2.083)  -0.002
H (1.126, 3.432, -0.034)  -0.003
H (0.921, -1.127, 1.878)  0.026
H (-0.852, 2.018, -0.607)  0.015
H (-2.241, -0.166, -2.830)  0.004
H (-2.101, -2.484, 0.885)  0.001
H (-0.349, -2.421, 0.451)  0.010
H (-0.854, -1.638, 2.090)  0.033

***

6.
Entry from OMol25: one molecule with the formula C10H9ClN4 at a distorted geometry (ωB97M-V/def2-TZVPD).

Calculated values
* HOMO level (alpha / beta): -0.316 / -0.283 Eh
* relative energy (zero: lowest compared OMol25 entry of this formula, charge and spin): 4.2473 eV
* frontier orbital gap (alpha / beta): 7.52 / 6.51 eV
* calculated total energy: -28993.0223 eV
* max |F|: 3.97 eV/Å
* LUMO energy (alpha / beta): -0.0395 / -0.0441 Ha

Last column: Löwdin charge in e.
Positions of all 24 atoms, in Å:
C (-1.543, -0.493, 1.644)  -0.278
C (-1.182, 3.508, 2.545)  -0.127
C (-0.577, 2.775, 1.550)  -0.089
C (-0.007, 2.014, 3.492)  -0.212
C (1.581, 0.259, -0.685)  -0.149
C (-0.954, -0.820, 0.519)  0.014
C (-0.326, -1.347, -0.471)  -0.212
C (1.262, -1.139, -0.583)  -0.175
C (1.023, 1.038, 1.445)  -0.665
C (-0.932, -1.907, -1.753)  -0.018
N (-1.981, -0.164, 2.672)  0.198
N (-0.832, 2.994, 3.781)  0.068
N (1.180, 1.187, 0.180)  0.084
N (0.192, 1.842, 2.162)  -0.088
Cl (1.729, -0.274, 2.363)  0.777
H (-1.850, 4.481, 2.483)  0.141
H (-0.758, 2.970, 0.574)  0.083
H (0.560, 1.516, 4.308)  0.130
H (1.891, 0.488, -1.713)  0.118
H (1.802, -1.549, -1.449)  0.117
H (1.500, -1.718, 0.303)  0.070
H (-1.165, -1.140, -2.464)  0.093
H (-1.738, -2.535, -1.521)  0.067
H (-0.271, -2.627, -2.100)  0.052